No. 1
Entry from OMol25: a molecular structure, C22H27F12N11O8S4Zn in a non-equilibrium geometry (the ωB97M-V functional and the def2-TZVPD basis).

Values from the calculation:
**Orbital gap**: 0.3213 Ha
**HOMO level**: -0.418 Ha
**Energy relative to the best compared isomer or geometry (same formula, charge and spin)**: 0.00 kJ/mol

Last column: Mulliken charge in e.
Positions of all 85 atoms, in Å:
N (4.867, -0.092, 3.135)  -0.383
C (1.114, -2.942, 5.366)  0.049
F (2.643, -1.050, -2.563)  -0.197
F (3.448, 0.923, -2.225)  -0.193
H (-4.467, -1.980, -2.484)  0.277
H (6.755, 0.007, -3.792)  0.281
N (4.947, 0.654, -6.177)  -0.403
S (-0.493, -0.499, -1.213)  0.599
F (-0.898, 4.841, -5.439)  -0.214
N (0.640, 0.875, -1.087)  0.550
Zn (0.234, 2.672, -1.947)  -0.231
H (5.197, -1.914, 0.623)  0.051
O (-1.568, -0.120, -2.102)  -0.511
O (0.172, -1.789, -1.521)  -0.502
H (-1.325, 3.676, 3.454)  0.302
O (1.685, -0.825, 0.646)  -0.243
O (-2.152, 2.475, -0.996)  -0.167
H (1.600, -2.248, 3.413)  0.086
C (5.958, -0.629, -4.176)  -0.223
H (6.665, -2.066, 1.586)  0.347
C (-1.441, 4.217, 2.515)  -1.082
C (3.177, -0.215, -1.689)  0.517
N (2.804, 4.153, 3.386)  -0.474
H (1.100, -3.904, 3.317)  0.256
H (-4.104, -1.230, 4.359)  0.449
H (-3.443, -0.652, 2.913)  0.131
H (-1.092, 5.227, 2.726)  0.387
C (-4.810, -3.139, 0.964)  0.400
O (-2.650, 5.863, -3.276)  -0.559
N (1.309, -2.876, 6.506)  -0.394
F (-3.036, 1.646, -3.632)  -0.165
H (0.363, -4.175, 0.971)  -0.050
F (-0.739, -1.892, 1.055)  -0.051
C (5.383, 0.087, -5.270)  0.305
C (-3.533, 2.824, -3.247)  0.656
H (2.058, -3.819, 0.470)  0.103
H (-2.953, -2.368, -3.138)  0.093
H (-4.500, -2.955, -0.065)  -0.390
H (-2.521, 4.233, 2.369)  0.338
H (6.453, -1.569, -4.421)  0.347
H (-3.053, -2.214, 3.253)  0.226
N (-0.959, -0.211, 4.759)  -0.446
C (-6.092, -2.411, 1.182)  0.367
F (4.199, -0.737, -1.196)  -0.187
N (0.155, 3.249, 0.613)  -0.020
N (-0.946, 4.016, -2.637)  0.352
H (-4.791, -4.216, 1.130)  0.393
C (-3.979, -2.732, -3.105)  -0.545
C (5.166, -0.996, 2.516)  0.427
N (1.138, -5.845, -1.732)  -0.485
O (-3.283, 4.607, -1.194)  -0.532
C (1.302, -4.592, 0.605)  -0.058
C (2.387, 3.138, 3.613)  0.200
C (0.928, -2.978, 3.865)  0.076
C (5.576, -2.050, 1.636)  -0.635
H (5.158, -2.971, 2.041)  0.263
F (-2.507, -0.740, 0.528)  -0.151
S (-2.506, 3.577, -1.894)  0.830
F (0.981, 5.412, -4.542)  -0.220
F (-3.558, 3.674, -4.288)  -0.175
H (2.408, 0.976, 3.278)  -0.163
O (2.538, 1.387, 0.439)  -0.479
C (1.186, -5.271, -0.696)  0.059
C (-3.184, -1.266, 3.775)  -0.584
H (0.778, 1.695, 3.940)  0.072
H (2.159, 1.509, 4.839)  0.450
H (5.213, -0.591, -3.381)  -0.292
S (-1.245, 5.508, -2.920)  0.884
F (-0.440, 6.953, -4.804)  -0.182
F (-0.694, 0.206, 1.381)  -0.026
H (-4.436, -2.790, -4.093)  0.372
C (-1.928, -0.691, 4.286)  0.297
F (-4.785, 2.651, -2.744)  -0.193
H (-3.930, -2.719, 1.451)  -0.415
C (1.860, 1.748, 3.819)  -0.056
N (-7.088, -1.832, 1.340)  -0.457
O (-0.623, 6.467, -2.012)  -0.623
C (-0.543, 3.759, 1.408)  0.251
S (1.871, 0.295, -0.249)  0.106
N (-3.446, -5.047, -1.993)  -0.465
H (1.488, -5.373, 1.343)  0.499
C (-3.713, -4.034, -2.463)  0.336
H (-0.133, -2.913, 3.621)  -0.087
C (-0.304, 5.689, -4.571)  0.606
C (-1.175, -0.719, 0.543)  0.321

***

No. 2
Entry from OMol25: 2 unconnected molecules or ions with the total composition C5H12O2 (the ωB97M-V functional and the def2-TZVPD basis).

Values from the calculation:
**Orbital gap**: 0.3797 Ha
**SMILES**: CCCCC=O.O
**HOMO level**: -0.355 Ha
**Energy relative to the best compared isomer or geometry (same formula, charge and spin)**: 97.96 kJ/mol

Last column: natural (NBO) charge in e.
Positions of all 19 atoms, in Å:
H (-0.160, -3.173, 2.241)  0.470
C (0.464, -0.404, -0.558)  -0.403
H (1.521, -0.197, -0.706)  0.228
H (0.168, 0.529, -2.486)  0.198
H (-2.161, 0.537, -1.638)  0.196
O (1.873, 2.021, 0.261)  -0.525
C (0.686, 1.928, 0.402)  0.454
H (-2.094, -0.569, -2.986)  0.213
C (-1.700, -0.387, -1.989)  -0.614
H (0.416, -1.423, -0.184)  0.203
H (0.169, -1.226, -2.511)  0.203
C (-0.083, 0.615, 0.421)  -0.524
H (-2.140, -1.150, -1.337)  0.200
H (-1.325, -2.729, 3.121)  0.470
O (-0.449, -2.466, 2.830)  -0.938
H (0.058, 2.835, 0.552)  0.097
C (-0.178, -0.352, -1.950)  -0.393
H (-0.044, 0.279, 1.461)  0.256
H (-1.112, 0.910, 0.202)  0.208